(1)
{
  "formula": "C35H66Br2N3O9S3",
  "method": "ωB97M-V/def2-TZVPD",
  "de_lowest_ev": 0.0000,
  "charge": 1,
  "spin_multiplicity": 1,
  "homo_ev": -12.12,
  "symbols": ["C", "C", "C", "C", "C", "C", "C", "C", "C", "C", "C", "C", "C", "C", "Br", "C", "C", "N", "C", "C", "C", "C", "N", "C", "C", "C", "C", "N", "C", "C", "Br", "H", "H", "H", "H", "H", "H", "H", "H", "H", "H", "H", "H", "H", "H", "H", "H", "H", "H", "H", "H", "H", "H", "H", "H", "H", "H", "H", "H", "H", "H", "H", "H", "H", "H", "H", "H", "H", "H", "H", "H", "H", "H", "O", "S", "O", "O", "C", "C", "C", "H", "H", "H", "H", "H", "H", "H", "H", "O", "S", "O", "O", "C", "C", "C", "H", "H", "H", "H", "H", "H", "H", "H", "O", "S", "O", "O", "C", "C", "C", "H", "H", "H", "H", "H", "H", "H", "H"],
  "positions_angstrom": [[-1.79188, 4.14753, -4.69192], [-1.89359, 2.81964, -5.48519], [-1.81979, 1.58936, -4.53208], [-3.13235, 0.79070, -4.41538], [-3.99538, 1.12447, -3.18774], [-3.24081, 1.10861, -1.85833], [-4.20830, 1.32038, -0.66512], [-4.20834, 0.07863, 0.23893], [-2.79692, -0.18754, 0.83590], [-2.34454, -1.60131, 0.45429], [-0.90783, -1.93835, 0.91053], [0.14010, -1.77273, -0.22114], [1.53376, -1.65038, 0.34118], [2.38375, -2.60587, 1.13373], [1.40413, -4.03366, 2.00034], [3.50749, -3.12367, 0.15253], [3.88228, -4.59538, 0.30553], [2.08759, -0.52777, 0.05348], [1.30529, 0.44602, -0.77196], [2.26537, 0.76939, -1.93553], [1.68190, 1.58816, -3.05754], [2.64512, 1.91662, -4.18767], [0.47473, 1.98131, -3.05814], [0.91654, 1.59040, 0.16150], [0.93841, 2.91855, -0.23772], [0.56487, 3.82350, 0.71056], [0.15852, 3.47568, 1.96918], [0.13783, 2.20534, 2.35973], [0.52995, 1.33577, 1.45190], [0.04994, -0.44397, -1.04363], [-0.30309, -1.03685, -2.87801], [-2.79346, 4.44721, -4.38060], [-1.32358, 4.91913, -5.30453], [-1.15556, 4.03153, -3.81100], [-1.01289, 2.75631, -6.12282], [-2.81095, 2.82444, -6.07182], [-1.45025, 1.96136, -3.57782], [-1.05575, 0.90648, -4.91654], [-3.72102, 0.98614, -5.31609], [-2.92495, -0.28453, -4.42006], [-4.46023, 2.11084, -3.29973], [-4.82064, 0.40471, -3.16887], [-2.48314, 1.89608, -1.83655], [-2.70315, 0.15488, -1.79167], [-3.95983, 2.20290, -0.07204], [-5.21071, 1.45092, -1.07910], [-4.47797, -0.77634, -0.38937], [-4.96103, 0.16273, 1.02379], [-2.09850, 0.58672, 0.50497], [-2.88924, -0.08064, 1.91952], [-2.52401, -1.80739, -0.60396], [-3.00056, -2.28327, 1.00260], [-0.90578, -2.98292, 1.20303], [-0.69730, -1.34839, 1.80543], [0.01644, -2.65418, -0.84648], [2.91176, -2.08074, 1.92783], [3.19801, -2.95209, -0.88242], [4.42182, -2.54431, 0.30404], [4.69527, -4.81198, -0.39308], [3.07325, -5.26868, 0.03499], [4.27554, -4.82743, 1.29373], [3.03572, -0.38657, 0.39250], [2.69993, -0.17089, -2.28402], [3.09828, 1.34886, -1.51530], [2.81503, 1.06207, -4.84375], [2.35453, 2.81982, -4.71875], [3.61672, 2.13387, -3.72555], [0.31215, 2.50004, -3.92189], [1.25430, 3.21649, -1.22088], [0.58209, 4.87684, 0.45191], [-0.13565, 4.22680, 2.69109], [0.54572, 0.29352, 1.77178], [-0.78664, 0.19586, -0.79066], [0.11406, 2.00335, -8.20877], [0.74556, 1.31086, -9.29251], [2.07717, 1.64104, -9.69058], [-0.21160, 1.35627, -10.55635], [-0.66120, 2.64612, -11.02637], [0.42650, 3.40753, -11.75756], [0.65562, -0.42516, -9.01149], [-1.06111, 3.22610, -10.19291], [-1.48675, 2.44308, -11.70548], [1.23856, 3.68351, -11.08631], [0.01984, 4.32184, -12.19008], [0.85408, 2.79720, -12.55299], [-0.36169, -0.68736, -8.73327], [1.34264, -0.65668, -8.20026], [0.96063, -0.94278, -9.91712], [-1.36304, -2.13063, 7.16773], [-1.04056, -3.23673, 6.32174], [-2.00084, -4.25543, 6.04296], [0.30366, -3.90145, 6.84124], [0.36125, -4.33322, 8.22368], [-0.42601, -5.60505, 8.46512], [-0.40737, -2.63900, 4.78959], [0.02633, -3.52737, 8.87885], [1.41416, -4.50571, 8.43675], [-1.49404, -5.44473, 8.32411], [-0.26873, -5.95549, 9.48498], [-0.11859, -6.38582, 7.76885], [0.34680, -1.88020, 4.98736], [-1.24170, -2.20716, 4.23900], [0.01302, -3.47142, 4.23398], [2.19976, -1.58176, 10.63039], [2.14842, -0.15110, 10.64581], [1.06535, 0.53482, 11.27318], [2.30703, 0.37678, 9.15013], [1.38445, -0.13009, 8.16720], [0.00096, 0.47362, 8.29006], [3.66388, 0.48694, 11.27339], [1.34511, -1.22022, 8.22575], [1.81031, 0.12752, 7.19751], [-0.48115, 0.17721, 9.22000], [-0.62621, 0.14038, 7.46623], [0.05218, 1.56336, 8.28315], [4.49201, -0.01200, 10.77757], [3.68182, 0.28073, 12.34140], [3.69087, 1.55954, 11.10026]]
}

---

(2)
{
  "formula": "C35H66Cl2GeN8O7PSeTi",
  "method": "ωB97M-V/def2-TZVPD",
  "de_lowest_ev": 0.0000,
  "spin_multiplicity": 2,
  "homo_ev": [-6.06, -7.40],
  "s2": 0.782,
  "symbols": ["Ti", "O", "C", "C", "C", "C", "C", "C", "C", "O", "N", "O", "O", "H", "H", "H", "H", "O", "H", "H", "N", "H", "H", "H", "Cl", "C", "Cl", "C", "O", "O", "H", "C", "C", "N", "C", "C", "N", "C", "C", "H", "H", "H", "H", "H", "H", "H", "H", "H", "H", "H", "H", "C", "Ge", "C", "C", "C", "Se", "C", "H", "H", "H", "H", "H", "H", "H", "H", "H", "H", "H", "H", "H", "H", "N", "P", "N", "C", "C", "C", "C", "C", "N", "C", "C", "C", "C", "C", "N", "C", "C", "C", "C", "C", "H", "H", "H", "H", "H", "H", "H", "H", "H", "H", "H", "H", "H", "H", "H", "H", "H", "H", "H", "H", "H", "H", "H", "H", "H", "H", "H", "H", "H", "H"],
  "positions_angstrom": [[-1.50398, -0.51262, 0.94751], [-3.12874, -0.45705, 0.03490], [-3.55213, -1.38106, -0.79986], [-2.68617, -2.11271, -1.64201], [-3.21685, -2.87145, -2.70014], [-2.37811, -3.47606, -3.60459], [-0.99131, -3.37143, -3.52247], [-0.45029, -2.65412, -2.47250], [-1.26419, -2.05227, -1.51571], [-0.69166, -1.41182, -0.49355], [-2.96364, -4.24097, -4.70533], [-2.20613, -4.80208, -5.47310], [-4.17543, -4.32248, -4.76589], [-4.62823, -1.50141, -0.87768], [-4.28753, -2.95805, -2.82659], [-0.37021, -3.84930, -4.26576], [0.62227, -2.56595, -2.35133], [-3.20248, 2.60512, 1.59342], [-3.70217, 1.93828, 2.07966], [-2.35218, 2.17591, 1.41129], [0.06563, -1.39457, 2.29701], [1.01621, -1.34779, 1.93695], [-0.12326, -2.36741, 2.52746], [0.02569, -0.83510, 3.14781], [-5.65330, -1.15931, 2.66070], [-4.30096, -2.03282, 3.39615], [-4.13732, -1.66675, 5.11965], [-3.03465, -1.64078, 2.64086], [-2.53079, -2.46070, 1.85020], [-2.56583, -0.47232, 2.78607], [-4.48424, -3.09437, 3.29116], [-1.46405, 0.43841, -3.98284], [-1.56031, 1.64663, -4.95619], [-2.39951, 2.69681, -4.37318], [-1.80108, 3.13327, -3.10877], [-1.67631, 1.92730, -2.13665], [-2.21550, 0.72296, -2.76245], [-3.61845, 0.95524, -3.10270], [-3.72860, 2.14167, -4.10072], [-0.42804, 0.22808, -3.70310], [-1.87074, -0.47333, -4.42841], [-1.99594, 1.35432, -5.91375], [-0.57589, 2.07412, -5.16049], [-2.43027, 3.92146, -2.68787], [-0.82492, 3.57427, -3.33030], [-2.21066, 2.09935, -1.20053], [-0.63483, 1.72115, -1.87851], [-4.15830, 1.15998, -2.17553], [-4.02551, 0.03428, -3.52943], [-4.35740, 2.94062, -3.70267], [-4.16248, 1.82488, -5.05138], [4.33957, -3.76389, -2.52992], [3.61419, -5.41433, -1.76281], [1.98026, -5.94453, -2.70124], [4.96428, -6.83455, -1.85019], [3.13760, -5.08611, 0.12537], [1.89760, -3.58000, 0.29658], [0.24421, -4.59845, 0.36406], [4.34707, -3.82272, -3.61899], [5.36297, -3.59722, -2.19074], [3.72992, -2.90763, -2.23761], [2.16475, -6.06190, -3.76955], [1.20326, -5.18723, -2.57420], [1.60324, -6.89275, -2.31518], [5.23914, -7.04319, -2.88493], [4.58979, -7.75740, -1.40548], [5.86569, -6.53803, -1.31218], [4.01207, -4.87291, 0.73850], [2.64119, -5.95627, 0.55743], [0.08149, -5.11701, -0.57766], [-0.56809, -3.89064, 0.52201], [0.28370, -5.30658, 1.18884], [-0.68791, 1.13584, 1.03820], [0.52925, 1.82484, 1.74812], [0.56942, 1.59592, 3.39893], [-0.55647, 2.14758, 4.16140], [-0.95357, 1.20577, 5.28817], [0.24427, 0.92438, 6.19004], [1.40178, 0.36771, 5.36712], [1.74836, 1.28506, 4.19912], [0.44796, 3.46404, 1.52088], [-0.35181, 4.03347, 0.42335], [0.20915, 5.38939, 0.02099], [0.12535, 6.39281, 1.18321], [0.20536, 5.66960, 2.53632], [1.08535, 4.43450, 2.41467], [1.99425, 1.21920, 1.22664], [2.09872, 0.43029, -0.00625], [2.41603, 1.30386, -1.21376], [3.68854, 2.11068, -0.97004], [3.56327, 2.91578, 0.32165], [3.20274, 2.00555, 1.49052], [-1.39736, 2.30724, 3.48563], [-0.28519, 3.12458, 4.58718], [-1.33648, 0.27583, 4.85505], [-1.77391, 1.65323, 5.85232], [-0.02426, 0.22979, 6.98772], [0.56120, 1.85507, 6.67482], [1.13423, -0.62507, 4.98884], [2.29470, 0.23393, 5.98179], [2.49337, 0.81811, 3.55911], [2.18984, 2.21177, 4.60035], [-1.40047, 4.13819, 0.72292], [-0.32326, 3.34462, -0.41864], [-0.33562, 5.75492, -0.85057], [1.24859, 5.25942, -0.29434], [-0.80066, 6.96738, 1.12579], [0.94375, 7.11133, 1.10160], [-0.78799, 5.34993, 2.86122], [0.59646, 6.33295, 3.30924], [1.24692, 3.97488, 3.38846], [2.07409, 4.73146, 2.03727], [1.17785, -0.12112, -0.17053], [2.90407, -0.30294, 0.13538], [1.57242, 1.98235, -1.38552], [2.50849, 0.67565, -2.10295], [3.90207, 2.77029, -1.81283], [4.53747, 1.42178, -0.88593], [2.77353, 3.66549, 0.21005], [4.49155, 3.44686, 0.54574], [3.06360, 2.59020, 2.39966], [4.02785, 1.31090, 1.69097]]
}

---

(3)
{
  "formula": "C35H66I2NO20S7",
  "method": "ωB97M-V/def2-TZVPD",
  "de_lowest_ev": 2.9620,
  "charge": 1,
  "spin_multiplicity": 1,
  "homo_ev": -11.26,
  "symbols": ["C", "C", "I", "C", "I", "C", "C", "C", "C", "C", "C", "C", "C", "C", "C", "C", "C", "C", "S", "N", "C", "O", "O", "H", "H", "H", "H", "H", "H", "H", "H", "H", "H", "H", "H", "H", "H", "H", "H", "H", "H", "O", "S", "O", "O", "C", "C", "C", "H", "H", "H", "H", "H", "H", "H", "H", "O", "S", "O", "O", "C", "C", "C", "H", "H", "H", "H", "H", "H", "H", "H", "O", "S", "O", "O", "C", "C", "C", "H", "H", "H", "H", "H", "H", "H", "H", "O", "S", "O", "O", "C", "C", "C", "H", "H", "H", "H", "H", "H", "H", "H", "O", "S", "O", "O", "C", "C", "C", "H", "H", "H", "H", "H", "H", "H", "H", "O", "S", "O", "O", "C", "C", "C", "H", "H", "H", "H", "H", "H", "H", "H"],
  "positions_angstrom": [[-4.16189, -0.50750, -2.85782], [-3.09242, -0.01719, -1.82865], [-3.55593, -0.36370, 0.26701], [-1.90113, 0.58293, -2.16246], [-0.47065, 1.20175, -0.67848], [-1.58531, 0.78598, -3.67706], [-1.20067, -0.43787, -4.43147], [-1.08540, -1.82844, -3.67910], [0.25035, -1.73390, -2.82824], [0.39494, -2.27092, -1.47310], [1.68639, -2.09856, -0.75097], [2.84888, -1.43099, -1.34246], [4.23019, -1.21429, -0.65046], [2.68499, -0.88710, -2.71427], [1.41746, -1.05743, -3.44175], [-0.90736, -0.33813, -5.86812], [-1.00080, 1.02044, -6.48435], [-1.36839, 2.17266, -5.64791], [-1.39936, 3.79080, -6.51705], [-1.65988, 2.04145, -4.27892], [-2.00763, 3.23083, -3.46365], [-3.41844, 3.45195, -3.40248], [-3.79630, 3.81782, -2.12112], [-4.46496, 0.26868, -3.61345], [-3.86797, -1.43180, -3.42544], [-5.09508, -0.76165, -2.27444], [-1.00002, -2.60033, -4.50013], [-1.97721, -2.04942, -3.04510], [-0.48618, -2.77089, -0.99964], [1.73589, -2.50900, 0.28471], [4.99889, -1.71070, -1.31547], [4.50380, -0.11617, -0.67183], [4.28988, -1.60054, 0.39771], [3.52808, -0.34094, -3.21076], [1.40964, -0.63971, -4.48579], [-0.62487, -1.24864, -6.44610], [-0.74865, 1.11210, -7.56697], [-0.12709, 4.30074, -6.29092], [-1.63593, 3.11013, -2.40027], [-1.49500, 4.16324, -3.84383], [-3.19061, 4.52637, -1.80353], [-4.13487, 2.97317, 7.16334], [-4.50069, 1.74356, 6.52073], [-3.65574, 0.58727, 6.56254], [-4.88547, 2.04974, 4.98945], [-3.93880, 2.75087, 4.17920], [-2.81551, 1.84218, 3.71561], [-6.11610, 1.27226, 7.06061], [-3.54786, 3.62286, 4.70934], [-4.48460, 3.12122, 3.30959], [-2.19067, 1.53137, 4.55444], [-2.17867, 2.35523, 2.99176], [-3.21600, 0.93501, 3.25759], [-6.77957, 2.13080, 6.98132], [-6.03946, 0.94947, 8.09861], [-6.46850, 0.45052, 6.44008], [9.36796, -0.84046, 0.10321], [8.73081, -1.82181, -0.72489], [7.33038, -2.11458, -0.60434], [9.55753, -3.19377, -0.64012], [9.81817, -3.75554, 0.65378], [8.59940, -4.45915, 1.21833], [9.08627, -1.45892, -2.41737], [10.18411, -2.98812, 1.34000], [10.62300, -4.48046, 0.52305], [7.80738, -3.74551, 1.45185], [8.85506, -4.99279, 2.13581], [8.19263, -5.16859, 0.49469], [10.15518, -1.28611, -2.52354], [8.53124, -0.56191, -2.68934], [8.76407, -2.29759, -3.03232], [-8.44534, 4.98355, 6.99579], [-8.47429, 4.75257, 8.41248], [-9.39805, 3.83125, 9.00605], [-8.59182, 6.16472, 9.16837], [-9.66076, 7.04587, 8.80365], [-10.98004, 6.61168, 9.41383], [-6.84437, 4.34647, 8.95741], [-9.73675, 7.12995, 7.71672], [-9.39574, 8.03322, 9.18522], [-11.32223, 5.67053, 8.98045], [-11.75041, 7.36469, 9.23821], [-10.87502, 6.45354, 10.48879], [-6.14432, 5.07321, 8.55069], [-6.60848, 3.35284, 8.58821], [-6.82374, 4.35366, 10.04581], [-6.46737, 8.04387, -5.49930], [-7.09447, 7.03199, -6.29904], [-8.47790, 6.69846, -6.14189], [-6.22176, 5.68214, -6.20650], [-5.92208, 5.15776, -4.90901], [-7.11193, 4.43101, -4.31097], [-6.78693, 7.37731, -8.00442], [-5.56805, 5.94967, -4.24374], [-5.09985, 4.45219, -5.03691], [-7.92058, 5.12587, -4.07962], [-6.82703, 3.92371, -3.38690], [-7.50867, 3.69572, -5.01385], [-5.72629, 7.58048, -8.13754], [-7.37485, 8.25253, -8.27774], [-7.09700, 6.51954, -8.59859], [10.43914, -4.65536, 6.86318], [10.07519, -5.82451, 6.11779], [9.53809, -5.73469, 4.79084], [9.09739, -6.73190, 7.01359], [7.92104, -6.12759, 7.56237], [6.82736, -5.97965, 6.52139], [11.44666, -6.93813, 6.09647], [8.16097, -5.16604, 8.02279], [7.57288, -6.78776, 8.35834], [7.10662, -5.24980, 5.75965], [5.89805, -5.64492, 6.98600], [6.64904, -6.92806, 6.01093], [11.82586, -7.04957, 7.11016], [12.21361, -6.50922, 5.45279], [11.11663, -7.89524, 5.69647], [3.31445, -2.88308, -6.14312], [3.53391, -4.13447, -5.46982], [4.82596, -4.51525, -4.98456], [2.94910, -5.32426, -6.37784], [3.39462, -5.42784, -7.73609], [4.77901, -6.04086, -7.82830], [2.37308, -4.28038, -4.14460], [3.36088, -4.45243, -8.22805], [2.68073, -6.07306, -8.25080], [5.53268, -5.37369, -7.40698], [5.04388, -6.23587, -8.86895], [4.82532, -6.97624, -7.26771], [1.37932, -4.04304, -4.51839], [2.66010, -3.57293, -3.36712], [2.40967, -5.29641, -3.75501]]
}